C40H78O21S9 | ωB97M-V/def2-TZVPD

Atoms and positions in Å:
C1 1.21 0.68 1.90
C2 1.90 0.67 0.53
C3 2.88 -0.48 0.38
O1 2.46 -1.14 -0.77
C4 1.32 -0.70 -1.23
O2 0.68 -1.15 -2.18
O3 0.97 0.30 -0.45
H1 1.87 1.06 2.67
H2 1.06 -0.37 2.18
H3 0.19 1.06 1.91
H4 2.42 1.62 0.39
H5 2.85 -1.20 1.19
H6 3.84 0.02 0.23
C5 -4.06 2.95 -9.51
C6 -2.81 3.30 -8.67
C7 -2.06 2.04 -8.23
S1 -2.18 0.86 -9.70
O4 -2.64 -0.43 -9.20
O5 -1.05 1.08 -10.64
C8 -3.61 1.73 -10.43
H7 -4.29 3.83 -10.11
H8 -4.88 2.73 -8.83
H9 -3.06 3.89 -7.79
H10 -2.12 3.89 -9.27
H11 -2.53 1.54 -7.38
H12 -1.02 2.07 -7.91
H13 -4.35 1.06 -10.85
H14 -3.31 2.17 -11.38
C9 -5.34 -3.89 7.32
C10 -6.32 -4.00 8.47
C11 -5.68 -4.87 9.55
S2 -3.88 -4.57 9.56
O6 -3.12 -5.82 9.49
O7 -3.50 -3.58 10.58
C12 -3.99 -3.64 7.96
H15 -5.55 -3.10 6.59
H16 -5.35 -4.83 6.78
H17 -7.30 -4.31 8.11
H18 -6.50 -3.00 8.87
H19 -5.80 -5.93 9.32
H20 -5.91 -4.85 10.62
H21 -3.16 -3.79 7.27
H22 -3.87 -2.66 8.43
C13 -8.58 2.44 -0.38
C14 -7.51 2.14 -1.37
C15 -6.20 1.98 -0.57
S3 -6.25 3.07 0.91
O8 -5.38 4.25 0.76
O9 -6.21 2.30 2.17
C16 -8.08 3.48 0.63
H23 -8.80 1.50 0.12
H24 -9.51 2.68 -0.91
H25 -7.42 2.92 -2.12
H26 -7.81 1.24 -1.90
H27 -5.32 2.23 -1.17
H28 -6.08 0.95 -0.22
H29 -8.10 4.53 0.34
H30 -8.60 3.55 1.59
C17 -0.63 3.64 9.74
C18 0.66 3.11 9.25
C19 1.51 4.33 8.87
S4 0.34 5.57 8.10
O10 0.55 5.73 6.66
O11 0.20 6.69 8.99
C20 -1.15 4.52 8.55
H31 -0.46 4.16 10.68
H32 -1.23 2.77 10.02
H33 0.52 2.34 8.49
H34 1.12 2.62 10.11
H35 2.36 4.15 8.22
H36 1.99 4.86 9.69
H37 -1.33 3.85 7.71
H38 -2.00 5.21 8.63
C21 11.22 3.55 4.33
C22 10.56 2.16 4.20
C23 9.14 2.47 3.87
S5 9.21 3.69 2.49
O12 8.12 4.61 2.51
O13 9.59 2.91 1.32
C24 10.78 4.57 3.18
H39 12.31 3.46 4.31
H40 10.96 3.84 5.35
H41 10.64 1.49 5.06
H42 11.11 1.69 3.39
H43 8.68 2.94 4.74
H44 8.41 1.70 3.63
H45 10.45 5.49 3.68
H46 11.42 4.77 2.33
C25 9.99 -2.51 -4.37
C26 11.18 -3.15 -3.55
C27 10.71 -4.52 -3.08
S6 8.91 -4.34 -2.69
O14 8.64 -4.07 -1.31
O15 8.13 -5.39 -3.34
C28 8.70 -2.72 -3.54
H47 9.93 -3.03 -5.32
H48 10.01 -1.43 -4.49
H49 11.39 -2.43 -2.75
H50 12.00 -3.26 -4.25
H51 11.21 -5.10 -2.30
H52 10.68 -5.09 -4.01
H53 8.77 -1.99 -2.74
H54 7.68 -2.57 -3.90
C29 0.39 8.12 -3.69
C30 0.20 7.10 -2.54
C31 1.13 7.48 -1.44
S7 1.48 9.26 -1.54
O16 2.89 9.52 -1.82
O17 0.67 9.97 -0.57
C32 0.50 9.58 -3.09
H55 -0.39 8.00 -4.44
H56 1.33 7.80 -4.14
H57 0.21 6.05 -2.85
H58 -0.81 7.25 -2.18
H59 2.05 6.89 -1.55
H60 0.81 7.25 -0.42
H61 1.13 10.22 -3.70
H62 -0.46 10.00 -2.79
C33 -7.44 -3.96 -6.14
C34 -7.75 -4.63 -7.50
C35 -7.87 -6.16 -7.28
S8 -6.65 -6.55 -6.09
O18 -5.44 -7.19 -6.65
O19 -7.33 -7.25 -4.99
C36 -6.36 -4.87 -5.48
H63 -8.33 -3.82 -5.53
H64 -7.02 -2.97 -6.34
H65 -6.92 -4.63 -8.20
H66 -8.57 -4.19 -8.06
H67 -7.70 -6.73 -8.19
H68 -8.83 -6.54 -6.92
H69 -5.40 -4.56 -5.91
H70 -6.22 -4.85 -4.40
C37 1.26 -7.55 -0.06
C38 0.35 -8.74 -0.45
C39 -1.17 -8.34 -0.38
S9 -1.27 -7.07 1.00
O20 -1.90 -7.68 2.14
O21 -1.81 -5.87 0.45
C40 0.56 -6.98 1.25
H71 1.37 -6.85 -0.89
H72 2.28 -7.83 0.18
H73 0.47 -9.57 0.24
H74 0.66 -9.11 -1.43
H75 -1.80 -9.20 -0.15
H76 -1.53 -7.85 -1.29
H77 0.77 -7.73 2.02
H78 0.93 -6.06 1.70

Summary:
2S+1: 1
Total charge: 0
F_max in hartree/bohr: 0.07151
Orbital gap in eV: 10.196
E_LUMO in eV: 0.09

Results of the Löwdin charge analysis, in e, for atoms 1 through 99: -0.015, -0.309, -0.102, 0.092, -0.573, 0.126, 0.097, 0.089, 0.079, 0.089, 0.151, 0.138, 0.138, -0.182, -0.240, -0.205, 0.736, -0.354, -0.354, -0.217, 0.107, 0.106, 0.111, 0.114, 0.095, 0.099, 0.095, 0.089, -0.225, -0.224, -0.218, 0.714, -0.347, -0.351, -0.220, 0.121, 0.120, 0.116, 0.116, 0.101, 0.101, 0.106, 0.091, -0.246, -0.240, -0.210, 0.742, -0.356, -0.362, -0.189, 0.119, 0.118, 0.117, 0.117, 0.099, 0.102, 0.093, 0.096, -0.239, -0.256, -0.202, 0.705, -0.344, -0.337, -0.182, 0.119, 0.116, 0.122, 0.117, 0.094, 0.098, 0.093, 0.096, -0.210, -0.243, -0.246, 0.698, -0.335, -0.341, -0.143, 0.103, 0.105, 0.118, 0.110, 0.104, 0.105, 0.085, 0.090, -0.206, -0.212, -0.209, 0.680, -0.338, -0.341, -0.220, 0.109, 0.111, 0.114, 0.111